No. 1
Entry from the Open Molecules 2025 dataset: a structure of composition C36H36FI2N3O4SScSi in a non-equilibrium geometry (ωB97M-V/def2-TZVPD).

Element x y z (Å)
H 3.5127 0.6032 5.1101
C 0.6551 3.8011 -2.2398
H -6.8881 -3.6086 0.2026
H -2.8803 -3.8981 -1.2394
C 0.3703 -2.2167 -2.5684
H 0.5784 -3.6734 -4.1500
N 0.8682 -0.8816 2.4873
H 0.7594 3.1953 -3.1275
C -6.4154 -2.6317 0.2203
I 4.9891 1.1268 -0.5877
H 1.6972 -4.8910 2.1328
H -2.0084 2.3107 -0.0471
C -4.1082 -3.8344 1.8577
C 2.9703 -3.9948 -0.8533
H -0.2054 1.0558 -3.0405
C -3.9455 -3.7010 -1.2859
H 1.4049 4.6391 -4.8364
H -0.3743 4.5457 -4.7068
H 6.4831 1.5632 2.1722
H -0.2088 0.3385 -5.3632
H -3.0674 -4.1353 1.8348
N -1.7612 0.2931 0.2301
H 0.3928 5.9793 -5.4297
C -3.9085 1.3239 0.0516
H -4.2640 -3.2591 2.7655
C 1.3470 -2.2509 2.6278
C 0.4497 3.8511 2.7812
H 0.3564 4.9267 2.7024
N 2.0900 -2.1055 0.3109
C 5.0776 1.1383 3.7546
C 0.2356 -0.8730 -2.1586
I 6.4528 1.5824 5.3126
C 0.3503 3.1204 1.4477
O 0.1657 1.8942 1.5000
O 0.6990 1.8203 -1.0337
C -2.5311 1.3675 0.0668
C -4.5308 0.0804 0.1683
C 0.2150 -1.7002 -4.8877
H 0.3323 5.8475 1.0055
H -4.4856 2.2283 -0.0707
Si -4.5064 -2.8048 0.3006
H 0.3882 6.9742 -1.1497
H -5.6106 0.0140 0.1439
F 0.2863 -2.0824 -6.2040
O 0.5353 5.9068 -3.4372
C 0.6116 3.0854 -1.0065
C 0.4909 5.2149 -4.6606
H 2.7565 -5.9000 0.1264
C -0.0156 0.0047 -3.2388
H 0.5935 -2.8968 3.0982
C 1.7985 -2.8937 1.3393
C 2.6830 -2.6426 -0.7501
C 3.1990 0.6402 1.7129
H 2.2350 -2.2433 3.2769
C 2.0005 -4.2722 1.3020
H -0.3174 3.4703 3.4536
S -1.3483 -2.2310 0.6527
C 4.5455 1.0006 1.4684
H 1.4501 -0.3892 4.4775
H -0.1485 -0.8685 2.5795
H 3.4461 -4.3876 -1.7397
H -6.8123 -2.0965 1.0773
H -6.7313 -2.1050 -0.6744
C 3.7959 0.7196 4.0718
C 1.4571 0.0389 3.4561
H 2.9403 -1.9563 -1.5489
Sc 0.5662 0.0558 -0.0324
C 0.5582 5.1643 -2.2896
H 0.8306 0.9372 3.4708
H 1.4204 3.6197 3.2182
C 0.3962 -2.6370 -3.8938
C 0.4238 5.2491 0.1111
C 5.4790 1.2661 2.4365
C 2.8638 0.4511 3.0863
H 0.4658 -2.9979 -1.8202
H -4.7250 -4.7270 1.9164
C -2.3689 -0.9078 0.3701
H -4.4618 -4.6465 -1.4266
C -0.0392 -0.3817 -4.5726
H -4.1246 -3.0861 -2.1637
C 0.4563 5.8996 -1.0891
O 2.3978 0.5105 0.7300
C 2.5826 -4.8335 0.1809
C 0.4636 3.8458 0.2112
C -3.7755 -1.0620 0.3128

* maximum force: 0.0198 Eh/bohr
* orbital gap: 7.0 eV
* E_LUMO: 2.1059 eV
* total charge: -1
* energy relative to the best compared isomer or geometry (same formula, charge and spin): 97.0 kJ/mol

What are the Mulliken partial charges on each atom? They are as follows, in elementary charge units: 0.412 -0.572 0.315 0.256 0.171 0.447 0.214 0.476 -1.208 -0.088 0.475 0.371 -1.098 -0.837 0.114 -1.042 0.304 0.331 0.421 0.461 0.284 0.630 0.236 -1.310 0.346 -1.136 -1.714 0.508 1.165 -0.452 0.241 -0.039 1.029 -0.197 0.510 -0.337 0.168 0.410 0.232 0.410 0.513 0.417 0.401 -0.375 -0.487 -0.312 -0.777 0.410 0.099 0.374 0.470 -0.814 -0.344 0.452 -1.255 0.288 -0.437 -0.398 0.454 0.338 0.453 0.323 0.305 -0.786 -1.673 0.539 -0.794 0.988 0.319 0.257 -1.009 -0.927 -0.231 1.318 0.536 0.350 -0.288 0.393 -0.751 0.323 -1.122 0.242 -0.389 0.617 0.086

No. 2
Entry from the Open Molecules 2025 dataset: an isolated molecule of C4H4ClF in a non-equilibrium geometry (ωB97M-V/def2-TZVPD).

Element x y z (Å)
Cl -1.1909 -0.9157 1.3454
H 1.9552 0.7141 -1.5242
H -1.8260 1.0133 0.2778
H 3.1334 -0.9624 -0.6569
C 1.3878 0.1490 -0.7555
H 1.7953 -1.7395 0.3100
C -0.9560 0.4063 0.2940
C 2.0840 -0.9365 -0.3394
F -0.0282 1.6364 -1.4825
C 0.0578 0.6837 -0.5219

* maximum force: 0.0513 Eh/bohr
* orbital gap: 9.5 eV
* E_LUMO: 0.4288 eV
* energy relative to the best compared isomer or geometry (same formula, charge and spin): 55.2 kJ/mol

What are the Mulliken partial charges on each atom? They are as follows, in elementary charge units: -0.152 0.220 0.387 0.212 -0.058 0.293 -0.364 -0.749 -0.260 0.470

No. 3
Entry from the Open Molecules 2025 dataset: an isolated molecule of C6H5F in a non-equilibrium geometry (ωB97M-V/def2-TZVPD).

Element x y z (Å)
C 0.2055 0.1415 1.7076
C -0.7818 0.0020 -0.5203
H -1.8231 -0.3397 -0.6294
H 0.9205 -1.1531 0.3683
C -0.0145 -0.8521 0.6673
C -0.0357 -0.1551 -1.8088
F -0.8003 -1.8647 1.0805
H 0.2680 2.0149 2.9566
C 0.3125 1.0961 2.4541
H -0.7529 1.0623 -0.4198
H 1.6694 0.0983 -3.2334
C 0.8324 -0.0503 -2.6226

* maximum force: 0.0855 Eh/bohr
* orbital gap: 11.0 eV
* E_LUMO: 0.9418 eV
* energy relative to the best compared isomer or geometry (same formula, charge and spin): 400.3 kJ/mol

What are the Mulliken partial charges on each atom? They are as follows, in elementary charge units: -0.593 -0.574 0.321 0.323 0.213 -0.542 -0.296 0.423 0.019 0.281 0.414 0.012

No. 4
Entry from the Open Molecules 2025 dataset: an isolated molecule of C2H6N2 in a non-equilibrium geometry (ωB97M-V/def2-TZVPD).

Element x y z (Å)
H -0.7645 0.4638 -1.6167
N -0.6685 -1.1306 0.5003
H 0.0601 0.7745 1.8522
H 1.5713 1.1275 0.9234
C 0.4612 1.0512 0.8835
H 0.1709 -1.1247 1.1959
N 0.1466 0.0417 -1.4155
C 0.0613 -0.1542 0.0153
H 0.0434 1.9761 0.4868
H 0.0192 -0.8675 -1.8656

* maximum force: 0.0932 Eh/bohr
* orbital gap: 10.2 eV
* E_LUMO: 0.8384 eV
* energy relative to the best compared isomer or geometry (same formula, charge and spin): 237.0 kJ/mol

What are the Mulliken partial charges on each atom? They are as follows, in elementary charge units: 0.279 -0.627 0.363 0.251 -0.934 0.265 -0.622 0.396 0.277 0.353

No. 5
Entry from the Open Molecules 2025 dataset: a structure of composition C42H43N7O4Re (ωB97M-V/def2-TZVPD).

Element x y z (Å)
H 2.7214 -2.8670 -1.1580
H 1.4418 3.4735 -1.9364
H 1.9019 1.5510 4.8585
C -2.7320 -1.3311 3.2341
N 3.5446 1.6150 2.1085
C -2.5395 -0.8894 1.7879
H -0.6258 -4.8410 -3.2200
H -0.1442 2.9233 -3.3264
H -1.6889 5.1528 -3.5009
H -3.0771 -2.4831 6.9135
C 3.3457 0.4359 2.9548
H 5.3421 2.1157 -3.0634
H 3.5567 2.9098 3.7514
H -6.5478 0.9560 0.2192
H -4.4039 1.1017 1.4068
C -3.9872 -1.5125 3.7982
C 4.3312 1.9231 -2.7261
H -5.7566 -3.1443 -0.7177
H -7.2536 -1.1764 -0.8233
C -2.9793 -2.1613 5.8856
H -0.6402 4.2030 0.2352
H -2.8275 -3.8895 -3.7772
H 0.1804 -0.1396 2.1792
C 2.8387 1.4384 0.8680
H -5.0919 -2.0626 5.5471
H -1.9160 5.8681 -0.8950
H -4.8815 -1.3413 3.2154
C -4.1079 -1.9233 5.1202
C 2.1406 -0.8576 -1.6003
C -1.3805 -1.1972 -2.2860
H -0.1813 2.3757 2.0368
C 2.6194 0.4140 -1.9829
H -3.5723 -2.9808 0.4026
H 3.7456 -0.4455 2.4500
H -1.8887 2.7643 -3.0894
H 1.6384 -0.8100 1.4454
N 1.9240 0.2336 3.2291
C 1.3901 1.4239 3.9057
N 1.5913 2.6247 3.0877
O -2.1686 1.3733 2.6027
C -1.7196 -1.9860 5.3270
O -0.7328 2.8602 -1.3399
O -1.5299 -1.6841 1.1528
C -3.8333 -0.9298 0.9759
H 5.0475 -2.5542 -1.8669
C -5.4507 -2.2048 -0.2741
C -4.6779 0.1765 0.9121
C -1.5978 -1.5720 4.0124
C 3.0174 2.7860 2.8135
C -2.7861 0.6255 -2.0720
N 1.7276 1.4451 -1.8356
C -5.8951 0.0933 0.2497
H -0.8323 -2.1710 5.9178
H 3.1702 3.6776 2.2025
H -0.6043 -1.4413 3.5969
H 3.8807 0.5757 3.8929
C -4.2210 -2.1150 0.3646
C -2.3704 -1.9523 -2.9286
H 3.2238 0.5495 0.3701
C 3.4254 2.9455 -2.6032
H 1.0698 -3.5202 -2.0741
C -1.1747 4.7511 -2.6305
C 3.9486 0.6115 -2.3790
H -4.7831 0.4359 -2.8252
O -1.3843 0.8568 0.5973
C -0.9872 3.2555 -2.7260
C -0.8562 -3.8157 -2.9658
H 1.0762 3.3366 1.2071
H -3.0459 4.6830 -1.5417
H 3.6925 3.9657 -2.8377
C 4.8249 -0.5028 -2.3597
H -0.2121 5.2583 -2.5372
H 0.3234 1.2877 4.0909
C -2.0123 0.5514 1.7481
H 5.8545 -0.3732 -2.6657
Re -0.0063 0.8422 -0.7095
C -0.1216 -1.7459 -1.9651
C 2.1409 2.6713 -2.1249
C -3.8245 -0.0496 -2.7140
C 1.2290 0.0471 1.9851
H -1.4878 -2.5221 1.6286
C 3.0215 -1.9009 -1.5339
C 4.3713 -1.7123 -1.9216
H -2.9445 1.6100 -1.6545
N 0.7478 -0.8211 -1.3025
C 0.8848 2.4705 1.8464
H 2.9910 2.3174 0.2427
C 0.1304 -3.0464 -2.3041
C -3.6114 -1.3265 -3.1624
C -2.0762 -3.2930 -3.2767
H -2.1415 3.2645 0.1493
N -1.5816 0.1002 -1.9132
C -1.9920 4.8805 -1.3439
N 1.3423 1.2512 1.0630
H -4.3984 -1.8739 -3.6659
C -6.2907 -1.1017 -0.3354
C -1.4037 3.8124 -0.4332

* maximum force: 0.0047 Eh/bohr
* orbital gap (alpha / beta): 6.7 / 6.4 eV
* 2S+1: 2
* E_LUMO (alpha / beta): -6.6167 / -6.9405 eV
* total charge: +2
* energy relative to the best compared isomer or geometry (same formula, charge and spin): 22.5 kJ/mol

What are the Mulliken partial charges on each atom? They are as follows, in elementary charge units: 0.598 0.449 0.404 0.139 0.268 2.938 0.459 0.465 0.433 0.427 -0.734 0.513 0.345 0.471 0.513 -0.390 -0.951 0.470 0.441 -0.570 0.522 0.514 -0.804 -0.457 0.451 0.440 0.473 -1.032 -0.012 -0.030 -0.112 0.504 0.428 0.323 0.521 0.463 0.278 -0.745 0.228 -0.547 -1.000 -0.639 -0.742 -0.584 0.466 -0.983 -0.184 -0.032 -0.727 -0.411 -0.032 -1.056 0.460 0.325 0.415 0.380 -0.047 1.074 -0.210 -1.248 0.305 -0.657 1.044 0.509 1.819 -0.867 -1.125 0.161 0.319 0.499 -0.918 0.253 0.323 -1.815 0.499 1.770 0.424 0.012 -1.224 -0.150 0.654 -0.636 -1.103 0.901 1.150 -0.514 0.187 -0.497 -0.831 -1.114 -0.033 0.059 -0.685 0.417 0.492 -0.595 -0.352

No. 6
Entry from the Open Molecules 2025 dataset: a structure of composition C11H13N3O5PSc in a non-equilibrium geometry (ωB97M-V/def2-TZVPD).

Element x y z (Å)
O -2.9473 2.2563 0.6263
O 2.4438 0.9696 -2.7685
O -4.3868 1.4709 -3.1162
N 1.7807 -1.6157 0.9528
C -1.1986 -0.4458 -2.7737
C -2.0345 0.9009 -3.7440
C -3.2139 1.4443 -2.8719
H 0.3491 2.0760 1.4893
C 1.0096 1.2945 1.0841
H -0.2174 0.6590 3.3353
C 2.4793 -0.5531 1.7294
C 0.7057 -2.1857 1.7928
H 3.2514 -0.0990 1.0957
H -1.7843 0.1082 1.5236
H 2.9412 -1.0254 2.6116
P 0.0394 0.2613 -0.1058
H 1.8375 1.7776 0.5459
O -1.2155 1.9037 -4.1136
H 1.1653 -2.6486 2.6824
H 0.7321 -1.9357 -0.8422
N 1.5640 0.5101 2.2022
Sc -0.8372 1.8275 -2.0627
H -2.2607 0.0088 -4.3988
O -1.4469 -1.5708 -2.9981
H 0.1599 -2.9343 1.2049
C 1.2605 -1.1172 -0.3296
H 2.0931 -0.7851 -0.9617
N -0.2644 -1.1551 2.2595
C -2.2219 2.0891 -0.2678
H 0.9527 -0.6018 3.8866
C 0.4837 -0.1211 3.0114
C 1.3693 1.2491 -2.4387
H -1.5531 -1.4186 0.6222
C -1.0357 -0.5941 1.1371

* maximum force: 0.1200 Eh/bohr
* orbital gap (alpha / beta): 4.9 / 5.2 eV
* E_LUMO (alpha / beta): -10.2821 / -9.9735 eV
* total charge: +2
* energy relative to the best compared isomer or geometry (same formula, charge and spin): 0.0 kJ/mol

What are the Mulliken partial charges on each atom? They are as follows, in elementary charge units: -0.110 -0.111 -0.187 0.084 0.408 0.212 0.194 0.404 -0.978 0.375 -0.888 -0.893 0.384 0.556 0.316 1.875 0.423 -0.508 0.332 0.452 0.098 -0.255 0.443 -0.224 0.401 -0.915 0.579 0.109 0.233 0.319 -0.878 0.369 0.376 -0.994

No. 7
Entry from the Open Molecules 2025 dataset: an isolated molecule of C7H18Si2 in a non-equilibrium geometry (ωB97M-V/def2-TZVPD).

Element x y z (Å)
Si 1.7110 -0.1093 -0.2018
H 3.8630 1.7943 -0.4774
H 1.1051 1.1411 0.2987
H 5.2279 1.8660 0.7675
C 3.4626 -0.8144 -0.0084
H -1.0024 -1.7902 -1.7202
H 0.0698 -1.2288 1.5275
H -3.9945 2.1413 -0.4676
H -3.7144 -0.3658 -1.2731
H -5.5267 1.0127 -0.2362
Si -1.1476 -1.4560 -0.2991
H 0.9450 -2.2908 0.5475
H -1.8351 -2.7839 -0.0735
H -4.3524 1.4560 1.1414
H 3.5621 -1.9250 0.0601
H -1.9124 0.8062 -0.5495
C -4.4517 1.2647 0.1171
C 0.4901 -1.3111 0.5232
H -4.1435 -0.9222 0.5903
H -1.9443 0.3967 1.0851
C -2.2408 0.0802 0.0451
C 4.8258 1.2513 -0.1070
C -3.7557 -0.1104 -0.1216
H 5.5355 1.3033 -1.0251
C 4.6688 -0.2273 0.0378
H 5.6377 -0.7580 -0.0369
H 1.8376 0.1606 -1.6571

* maximum force: 0.1051 Eh/bohr
* orbital gap: 10.6 eV
* E_LUMO: 1.0333 eV
* energy relative to the best compared isomer or geometry (same formula, charge and spin): 254.8 kJ/mol

What are the Mulliken partial charges on each atom? They are as follows, in elementary charge units: 0.246 0.205 -0.136 0.250 -0.474 -0.154 0.319 0.286 0.263 0.291 0.340 0.358 -0.186 0.354 0.286 0.466 -1.113 -0.653 0.277 0.365 -0.931 -0.849 -0.268 0.260 -0.007 0.314 -0.110

No. 8
Entry from the Open Molecules 2025 dataset: a cluster of 3 separate species, C11H29IO2PS3 in total in a non-equilibrium geometry (ωB97M-V/def2-TZVPD).

Element x y z (Å)
C 2.9695 0.6182 0.0137
H -4.6620 -6.7501 0.2153
H 0.7432 -0.9314 -1.1278
H -5.2295 -5.3049 -0.6566
S 5.3006 6.5056 0.7290
H -3.5638 0.5629 -0.9466
O 4.6517 7.7945 1.0935
H 7.1650 7.6654 -0.2399
H -2.5207 -3.2115 0.7975
H -4.1216 0.2884 1.9475
C -4.8240 -6.3112 -0.7673
H 0.6302 1.9514 0.2692
H 7.5376 5.9435 0.0770
H -0.5799 -1.2387 2.2139
P -1.9563 -1.1801 -0.4847
H 3.8245 -0.0252 0.2280
H -5.5131 -6.9363 -1.3346
H -3.0193 -5.2553 -3.7726
C 4.9108 6.1806 -1.0018
H -2.4278 0.8222 1.6648
H -4.3281 -4.4848 -2.8439
C -1.2802 -2.0766 2.2038
H 3.8422 5.9845 -1.0790
S -0.2255 0.0039 -0.8458
C 1.8428 0.2818 1.0094
C 0.4646 0.9190 0.5986
C 7.0506 6.8398 0.4624
H -4.3552 -0.7366 -0.0998
H 2.0623 0.6457 2.0182
H 1.6549 -0.8000 1.0906
C -3.8607 -5.4345 -3.1061
H -2.1827 -1.8569 2.7816
C -3.4406 -0.1345 -0.1085
H -4.5808 -6.0876 -3.5986
C -3.4163 0.6993 1.2220
H -3.7821 1.7069 0.9842
H -0.8382 -3.1317 0.3699
H -0.1682 0.8838 1.4832
H 2.6283 0.3786 -1.0018
S -3.2395 -6.2412 -1.6204
O -2.3909 -5.2444 -0.8985
H 7.4935 7.1107 1.4187
H 5.1657 7.0501 -1.6078
I 3.5624 2.6895 0.1501
C -1.6680 -2.5254 0.7578
H -0.7929 -2.9336 2.6846
H 5.4675 5.3061 -1.3422

* maximum force: 0.0643 Eh/bohr
* orbital gap: 7.4 eV
* E_LUMO: -3.1589 eV
* total charge: +1

What are the Mulliken partial charges on each atom? They are as follows, in elementary charge units: -0.977 0.319 0.230 0.279 0.571 0.371 -0.628 0.307 0.347 0.303 -0.927 0.471 0.327 0.158 0.208 0.450 0.387 0.313 -0.970 0.165 0.270 -1.068 0.297 -0.104 -0.994 -0.172 -0.907 0.399 0.442 0.473 -0.907 0.337 -0.528 0.382 -0.890 0.333 0.351 0.144 0.368 0.440 -0.562 0.313 0.358 0.126 -0.323 0.382 0.336

Q: Which formula does entry 3 have?
A: C6H5F

Q: What is the maximum force in the third record?
A: 0.0855 Eh/bohr

Q: What is the maximum force in the eighth record?
A: 0.0643 Eh/bohr

Q: maximum force of number 8 (C11H29IO2PS3)?
A: 0.0643 Eh/bohr